(1)
A structure of composition C25H27F8NO26 in a non-equilibrium geometry. Source: OMol25; level of theory: ωB97M-V with the def2-TZVPD basis set.

Last column: Mulliken charge in e.
CARTESIAN COORDINATES (ANGSTROEM)
C: -0.59506 -0.26220 -0.28060  -1.3703
N: -0.16429 1.00887 0.22010  2.3807
O: -0.50187 1.27854 1.35697  -0.6899
O: 0.71776 1.59290 -0.40059  -0.4310
H: -1.63893 -0.34727 -0.58257  0.2732
H: -0.35566 -1.00542 0.47994  0.9012
H: -0.02998 -0.69353 -1.10687  -0.2898
C: 3.24347 -0.65750 3.62468  -0.7612
C: 3.64658 0.38568 2.62003  0.2382
O: 2.59123 0.52154 1.85350  -0.2985
C: 1.85568 -0.58254 1.84435  0.1271
O: 0.90385 -0.78982 1.11372  -0.0018
O: 2.26667 -1.35900 2.87033  -0.3702
F: 4.62597 -0.05380 1.82554  -0.2951
H: 2.76421 -0.34897 4.55377  0.3295
H: 4.04076 -1.34105 3.91656  0.3472
H: 3.98455 1.35249 2.99307  0.3946
C: -0.32706 -1.93953 3.73811  -0.2436
C: -1.24177 -1.03807 2.85062  0.6795
O: -2.15982 -0.52146 3.77125  -0.3802
C: -1.73323 -0.64523 5.01869  0.3661
O: -2.32413 -0.23337 5.98013  -0.5394
O: -0.55612 -1.43101 5.06808  -0.4313
F: -1.85219 -1.77062 1.88806  -0.2528
H: 0.71387 -1.71546 3.50496  0.5740
H: -0.47609 -3.00253 3.54858  0.2437
H: -0.70378 -0.32621 2.22456  0.0786
C: -3.26757 0.64309 1.20418  0.5557
C: -3.94601 -0.40431 0.32787  -0.3869
O: -4.25643 -1.47630 1.19724  -0.3955
C: -4.50379 -0.92396 2.34707  0.5639
O: -4.85125 -1.46595 3.31515  -0.5366
O: -4.04627 0.35661 2.31815  -0.5482
F: -3.04492 -0.70306 -0.58461  -0.1404
H: -3.42247 1.61156 0.72860  0.3963
H: -2.23329 0.35455 1.39156  0.1993
H: -4.83011 -0.01135 -0.17418  0.5404
C: 0.17972 -3.06308 0.85692  -0.2841
C: -0.76274 -4.27676 0.95932  0.0805
O: -1.53126 -4.23808 -0.19189  -0.3993
C: -1.32373 -2.99155 -0.78678  0.1886
O: -1.86548 -2.62850 -1.85808  -0.5552
O: -0.41956 -2.27690 -0.07686  0.1215
F: -1.48670 -4.14229 2.01786  -0.2418
H: 1.14176 -3.39963 0.47052  0.3652
H: 0.36540 -2.58640 1.81942  -0.3478
H: -0.27418 -5.24636 1.05574  0.3637
C: 0.81684 2.26529 -2.48801  -0.5164
C: 1.17127 2.09409 -3.92253  0.1773
O: 0.05574 2.48129 -4.57121  -0.3783
C: -0.90027 2.83121 -3.78146  0.4729
O: -1.99202 3.26911 -4.08176  -0.5405
O: -0.54033 2.50198 -2.50933  0.3012
F: 1.40363 0.79983 -4.25837  -0.2832
H: 1.27220 3.18198 -2.11326  0.8638
H: 1.16759 1.41335 -1.90556  -0.3475
H: 1.95070 2.76288 -4.28766  0.2849
C: 2.60645 1.40686 -0.88104  1.0661
C: 3.74638 0.42912 -1.02071  0.4306
O: 4.79143 1.23235 -0.49070  -0.4365
C: 4.61625 2.51416 -0.60769  0.4675
O: 5.41291 3.46062 -0.39779  -0.6238
O: 3.22155 2.67315 -0.99098  -0.6586
F: 4.01981 0.31765 -2.36921  -0.4323
H: 2.10643 1.03566 0.01355  -0.3114
H: 1.85861 1.13048 -1.62431  -0.2767
H: 3.50692 -0.56718 -0.64905  0.6414
C: -2.00203 3.92246 -1.50894  -0.4520
C: -1.34460 3.10271 -0.30912  -0.0092
O: -1.88968 1.78311 -0.57633  -0.1143
C: -2.92097 1.85100 -1.37730  0.7207
O: -3.69235 0.88532 -1.48136  -0.6654
O: -3.00751 3.04798 -1.98289  -0.3763
F: -1.82443 3.56895 0.83718  -0.4753
H: -1.34709 4.23085 -2.32383  0.2594
H: -2.48638 4.82196 -1.12892  0.5658
H: -0.25717 3.16902 -0.27442  0.2779
C: 0.29428 -2.46854 -3.02951  0.8365
C: 0.54473 -1.01184 -3.40823  -0.5824
O: 1.18356 -0.54471 -2.22913  0.5157
C: 1.83014 -1.63648 -1.75305  0.1301
O: 2.62348 -1.59759 -0.80756  -0.6132
O: 1.55086 -2.68797 -2.44504  -0.4142
F: -0.58587 -0.35423 -3.54503  -0.2805
H: 0.13854 -3.10118 -3.90336  0.5355
H: -0.53518 -2.60705 -2.33604  -0.5385
H: 1.12012 -0.81409 -4.31262  0.6610

Its HOMO-LUMO gap is 9.9 eV. Its energy is -102802.371 eV. For the max |F|, the calculation gives 8.92 eV Å⁻¹. The value obtained for the energy relative to the best compared isomer or geometry (same formula, charge and spin) is 565.9 kcal/mol.

***

(2)
A structure of composition C25H27GeNO7P2Tc. Source: OMol25; level of theory: ωB97M-V with the def2-TZVPD basis set.

Last column: Mulliken charge in e.
CARTESIAN COORDINATES (ANGSTROEM)
Tc: -1.98529 -0.07459 0.00169  0.6051
C: -0.42856 2.41651 3.74545  -1.4493
C: -1.21079 1.63743 2.69512  1.0125
O: -2.59230 1.97720 2.62076  -0.4871
P: -1.26653 -0.16612 3.01446  0.5792
O: -2.15015 -0.48608 4.24776  -0.4788
O: 0.19821 -0.61897 3.25490  -0.3341
O: -1.94070 -0.87678 1.82053  -0.4920
P: -0.62794 1.89911 0.94409  0.7615
O: 0.25662 3.16636 0.86742  -0.4188
O: 0.10800 0.64568 0.45528  0.2370
O: -1.90095 1.92339 0.04373  -0.7976
H: -0.82879 2.22357 4.74326  0.4993
H: -0.51506 3.48635 3.55428  0.4469
H: 0.62903 2.14963 3.73742  0.4197
H: -2.89658 2.36405 3.45461  0.3516
H: -1.94988 -0.15801 5.13729  0.4079
H: 0.36494 -1.52886 3.55371  0.3444
H: -0.15037 4.04900 0.88548  0.4345
C: 4.80693 0.21709 2.75285  -0.6096
C: 3.92185 -0.85491 2.66218  -0.9867
C: 3.05991 -0.95299 1.57994  -0.3254
C: 3.09227 0.02933 0.58492  0.5062
C: 3.97851 1.10744 0.67811  -0.2096
C: 4.83654 1.19479 1.76640  -0.7461
Ge: 1.90915 -0.10486 -0.88631  0.0422
C: 1.42492 -1.86453 -1.38315  0.7319
C: 2.29121 -2.91638 -1.06794  -0.5146
C: 2.05871 -4.17660 -1.60659  -0.7869
C: 0.96676 -4.39081 -2.43968  -0.5182
C: 0.10245 -3.34703 -2.75689  -1.0260
C: 0.33105 -2.08276 -2.23513  -0.0206
C: 1.74379 1.08903 -2.34653  0.5573
C: 1.90836 0.52352 -3.61533  -0.3958
C: 1.86208 1.33948 -4.73666  -0.7592
C: 1.63100 2.70048 -4.59898  -0.5429
C: 1.48754 3.26845 -3.33718  -0.8757
C: 1.54509 2.46774 -2.20868  0.1017
H: 5.48956 0.27972 3.59092  0.4586
H: 3.92204 -1.62034 3.42829  0.4757
H: 2.38947 -1.80039 1.49630  0.6505
H: 4.02145 1.85934 -0.10111  0.4617
H: 5.53523 2.01835 1.83615  0.4670
H: 3.15608 -2.76206 -0.43844  0.4707
H: 2.73991 -4.98708 -1.38232  0.4566
H: 0.79175 -5.37558 -2.85217  0.4403
H: -0.73173 -3.51382 -3.42675  0.4887
H: -0.32407 -1.26218 -2.52031  0.6159
H: 2.09148 -0.53621 -3.73350  0.4462
H: 2.00839 0.91029 -5.71845  0.4391
H: 1.56885 3.32672 -5.47904  0.4334
H: 1.34742 4.33669 -3.23712  0.4530
H: 1.47277 2.92044 -1.22625  0.4372
C: -6.52857 -1.32636 -0.68541  -0.0412
C: -6.15329 -0.00022 -0.86630  -0.7999
C: -4.83814 0.35094 -0.68542  -0.0525
N: -3.90828 -0.57736 -0.34292  -0.1298
C: -4.27560 -1.87130 -0.14829  0.0130
C: -5.57537 -2.27246 -0.31295  -0.8377
H: -7.55932 -1.62476 -0.83171  0.4395
H: -6.87442 0.75896 -1.13682  0.4418
H: -4.49381 1.37068 -0.80949  0.5789
H: -3.50059 -2.57010 0.14774  0.4911
H: -5.84219 -3.30726 -0.14724  0.4379

The charge is +3. Its HOMO-LUMO gap (alpha / beta) is 5.7 / 5.7 eV. Its energy is -119455.591 eV. For the max |F|, the calculation gives 0.89 eV Å⁻¹. The spin multiplicity is 3. The value obtained for the energy relative to the best compared isomer or geometry (same formula, charge and spin) is 0.0 kcal/mol.

***

(3)
A structure of composition C25H27MgN4O9PS. Source: OMol25; level of theory: ωB97M-V with the def2-TZVPD basis set.

Last column: Mulliken charge in e.
CARTESIAN COORDINATES (ANGSTROEM)
Mg: 0.34310 -0.19725 0.10046  3.1189
O: 1.80752 -2.66933 -5.18431  -0.6056
C: 1.50454 -2.22667 -4.10864  0.4331
C: 0.10323 -1.80565 -3.66429  0.0115
O: -0.90980 -1.88860 -4.31940  -0.6444
C: 0.26886 -1.28496 -2.29661  0.8548
C: 1.61028 -1.38046 -1.89972  0.2198
O: 1.99386 -0.96287 -0.72188  -1.0970
C: 2.45290 -1.91143 -2.95758  0.0393
O: 3.66095 -2.05778 -2.95543  -0.7016
O: -0.63642 -0.77567 -1.53534  -0.9928
S: -4.72837 -3.19394 4.94319  0.1461
N: -4.57515 -1.68239 4.39998  -0.6693
C: -3.51788 -1.66810 3.60673  0.6680
C: -3.01533 -0.50721 2.89409  0.5275
C: -3.62138 0.74825 2.94213  -0.5400
C: -3.08057 1.77711 2.20532  -0.9409
C: -1.94158 1.52727 1.44371  -0.3166
N: -1.34513 0.34482 1.40415  -0.0022
C: -1.87410 -0.67108 2.10783  -0.2762
C: -1.21400 -1.98282 1.99348  -0.4639
N: -0.13336 -2.03850 1.20688  0.0529
C: 0.48364 -3.19498 1.03244  -0.4010
C: 0.05191 -4.36980 1.65063  -0.9010
C: -1.05080 -4.32399 2.47204  -0.5380
C: -1.70779 -3.10499 2.65608  0.5647
C: -2.88362 -2.93440 3.48879  0.6667
N: -3.47510 -3.88190 4.19578  -0.6750
H: -4.50836 0.88573 3.54645  0.5357
H: -3.52661 2.76108 2.19986  0.5082
H: -1.50252 2.30537 0.82963  0.3814
H: 1.34695 -3.17297 0.37735  0.5917
H: 0.58235 -5.29446 1.47487  0.4529
H: -1.42300 -5.20809 2.97262  0.5335
C: 3.49766 2.05639 2.03037  -0.9805
C: 2.33562 1.21954 2.51970  -0.4762
O: 1.84345 0.36418 1.48859  -0.5130
H: 3.82825 2.74297 2.81080  0.3665
H: 3.21572 2.63078 1.14751  0.0483
H: 4.34380 1.41905 1.76542  0.4442
H: 1.49135 1.84277 2.81770  0.3418
H: 2.62467 0.61568 3.38373  0.3185
H: 2.57125 -0.06889 1.01082  0.0973
C: 1.88428 5.37923 0.70344  -1.5161
C: 0.97957 4.21676 0.36683  0.1635
O: 1.49325 3.55955 -0.79139  -0.3524
P: 0.71886 2.20131 -1.29370  0.1545
O: 1.52648 1.96555 -2.64722  -0.1009
C: 2.93059 1.59843 -2.65098  0.0801
C: 3.32160 1.29323 -4.07491  -1.4076
O: -0.68589 2.71909 -1.85002  -0.3549
C: -0.89415 3.42869 -3.09248  -0.1692
C: -0.60263 4.90636 -2.94766  -1.0453
H: 1.51657 5.90084 1.58798  0.3963
H: 1.91723 6.08404 -0.12692  0.3461
H: 2.89907 5.03345 0.89951  0.3047
H: -0.03657 4.56987 0.16250  0.4448
H: 0.92677 3.50799 1.20313  -0.0021
H: 3.07122 0.72896 -2.00737  0.1750
H: 3.49898 2.44160 -2.25316  0.2404
H: 2.73816 0.46080 -4.46583  0.1965
H: 4.37266 1.00612 -4.10974  0.3884
H: 3.17103 2.16515 -4.71200  0.3977
H: -1.93935 3.25255 -3.33933  0.3474
H: -0.27646 2.97220 -3.86341  0.2089
H: -1.20273 5.34183 -2.14700  0.2637
H: -0.85388 5.41951 -3.87716  0.4329
H: 0.45163 5.07817 -2.73275  0.2193

Its HOMO-LUMO gap is 5.5 eV. Its energy is -76325.541 eV. For the max |F|, the calculation gives 0.17 eV Å⁻¹. The value obtained for the energy relative to the best compared isomer or geometry (same formula, charge and spin) is 0.0 kcal/mol.